No. 1
11
Properties=species:S:1:pos:R:3:forces:R:3:lowdin_charge:R:1 method="wB97M-V/def2-TZVPD" e_lumo_ev="7.32 / 6.90" max_force_ev_per_a=4.806 total_energy_ev=-20067.65628 homo_ev="1.046 / 1.640" gap_ha="0.2305 / 0.1934" charge=-2
C 1.9446 0.1822 1.2288 -1.72 -0.99 0.58 -0.0552
N 0.2978 -0.7387 -0.8585 -0.28 0.58 -0.05 -0.3031
O -1.5616 1.2291 -0.5183 -1.88 -2.17 3.85 -0.2693
O -2.2961 -1.1412 -1.1927 -0.19 -0.27 0.11 -0.4593
O -1.3885 -0.8741 1.2312 -0.01 0.59 -0.66 -0.4568
O 0.5284 0.0414 -1.8919 -0.10 -0.17 0.22 -0.3869
P -1.3313 -0.5090 -0.2326 -0.23 0.98 -0.35 0.2308
H 1.6533 1.2094 1.4738 0.35 -0.06 -0.42 -0.0641
H 1.2550 -0.5079 1.7876 0.94 0.51 -0.06 -0.0493
H 1.9057 -0.2000 0.2036 0.62 0.50 -0.01 -0.0966
H -1.0075 1.3087 -1.2310 2.50 0.51 -3.21 -0.0902

***

No. 2
13
Properties=species:S:1:pos:R:3:forces:R:3:lowdin_charge:R:1 method="wB97M-V/def2-TZVPD" e_lumo_ev="2.81 / 2.80" max_force_ev_per_a=6.035 total_energy_ev=-34499.28308 homo_ev="-5.312 / -5.310" gap_ha="0.2983 / 0.2982" charge=-1
C -0.5633 0.2558 -0.8451 -0.25 1.22 2.04 -0.1996
N 1.5508 0.2749 0.9456 0.76 4.50 -3.95 -0.0663
O -0.9439 1.1407 2.3033 0.18 -0.44 -0.70 -0.3856
O 1.7249 -0.8499 -1.4925 -0.22 -0.48 1.33 -0.3524
O 1.6508 1.5368 -1.2624 0.12 0.99 0.32 -0.3645
O -1.4564 -1.2309 1.9456 0.28 -0.39 -0.58 -0.3537
O -3.1299 0.5032 1.5631 -0.58 -0.15 -1.13 -0.3469
S 1.1719 0.2786 -0.7719 0.45 0.81 1.51 0.5097
S -1.7441 0.1366 1.6066 1.30 1.28 0.48 0.5216
H -0.8684 1.0277 -1.5499 -0.21 -0.05 0.28 0.0273
H -0.6860 -0.7100 -1.1799 -1.22 -2.15 -0.76 -0.0244
H 1.1098 1.0747 1.4465 0.15 -1.10 -0.80 0.0564
H 1.4695 -0.5415 1.3862 -0.76 -4.04 1.97 -0.0216